8 unconnected molecules or ions with the total composition C49H67BN2O27 at a distorted geometry. Source: OMol25; level of theory: the ωB97M-V functional and the def2-TZVPD basis.

The geometry in XYZ format:
```
146
Properties=species:S:1:pos:R:3:mulliken_charge:R:1
C -2.67472 1.58347 2.04814 -0.81
C -2.01129 2.38598 0.91038 -0.86
C -1.09156 1.52757 0.02761 -0.42
C 0.33559 1.39474 0.59417 0.66
C 0.61535 0.04910 1.28533 -0.50
C 1.35672 -1.00998 0.42429 -1.95
C 1.01733 -0.94640 -1.04853 0.52
C 1.89455 -0.38840 -2.01767 0.40
C 3.26301 0.11286 -1.59186 -1.76
C 3.43109 1.64272 -1.59844 0.74
C 4.90687 1.99668 -1.67819 -0.98
N 5.13569 3.41112 -1.45757 -0.01
C 6.50202 3.72127 -1.07319 -0.73
C 6.62004 4.96527 -0.21568 0.57
C 7.41169 4.91275 0.93159 -0.81
C 7.55884 6.00932 1.77093 -0.74
C 6.89054 7.19059 1.47468 -0.43
C 6.10422 7.27020 0.33397 -0.48
C 5.97395 6.16805 -0.50651 0.50
O 5.16395 6.29357 -1.62330 -0.52
C 1.52180 -0.30222 -3.39324 -0.29
B 2.47987 0.31436 -4.50442 0.83
O 3.85496 0.21353 -4.41383 -0.65
O 2.00500 0.93729 -5.63031 -0.59
C 0.25405 -0.79827 -3.71896 0.95
C -0.59721 -1.37297 -2.77140 -0.40
C -0.23056 -1.46590 -1.43631 0.91
C -1.17240 -2.12482 -0.45637 -1.44
C -0.98919 -3.65970 -0.45848 -0.97
O -0.55984 -4.09193 0.82159 -0.24
C -1.24314 -5.21391 1.34726 -0.22
C -1.05167 -5.20340 2.85635 -1.06
C -1.84975 -1.83006 -3.42475 0.36
O -2.83162 -2.33642 -2.94520 -0.68
N -1.68509 -1.56942 -4.79002 0.41
C -0.46453 -0.90004 -5.04030 -0.18
O -0.17035 -0.57610 -6.15894 -0.61
H -2.88283 0.55740 1.74289 0.22
H -3.62601 2.03678 2.33510 0.46
H -2.04999 1.57443 2.94204 -0.02
H -2.80680 2.83757 0.31435 0.37
H -1.43371 3.19158 1.36971 0.42
H -1.56227 0.54587 -0.06578 -0.21
H -1.07559 1.97758 -0.96891 0.43
H 0.44799 2.16953 1.35522 0.56
H 1.08054 1.62748 -0.16281 -0.81
H -0.32461 -0.32438 1.68607 0.27
H 1.24448 0.24666 2.14976 0.66
H 1.06621 -1.99103 0.80693 0.18
H 2.42026 -0.92274 0.60670 0.69
H 4.00375 -0.33985 -2.24838 0.79
H 3.50885 -0.23386 -0.59391 0.28
H 3.04252 2.03173 -0.66082 0.21
H 2.87725 2.11670 -2.41338 0.17
H 5.48113 1.36399 -0.98067 0.35
H 5.26673 1.71496 -2.67502 0.11
H 4.51496 3.73116 -0.72178 0.08
H 6.94533 2.90270 -0.48906 0.35
H 7.13333 3.85703 -1.95936 0.31
H 7.93487 3.99931 1.18740 0.34
H 8.18019 5.96760 2.65537 0.40
H 6.96935 8.05860 2.11660 0.41
H 5.57873 8.18003 0.07295 0.44
H 5.67513 6.73128 -2.31156 0.32
H 4.24344 1.09201 -4.48792 0.30
H 1.25806 1.52002 -5.46886 0.28
H -0.97767 -1.79660 0.55728 0.11
H -2.19570 -1.89913 -0.74303 0.99
H -1.90402 -4.16441 -0.77719 0.50
H -0.21520 -3.93903 -1.18395 0.23
H -0.85286 -6.14779 0.92594 0.23
H -2.31124 -5.11662 1.12419 0.34
H -1.38881 -4.23544 3.22541 0.16
H -1.59175 -6.01847 3.33095 0.39
H 0.01558 -5.25970 3.07973 0.32
H -2.49896 -1.21224 -5.27534 0.00
O 0.13347 0.03915 4.25723 -0.52
C -0.29664 0.25251 5.34500 0.51
O -0.12659 -0.54884 6.41765 -0.34
C -0.59465 0.14619 7.58579 -0.07
C -1.56594 1.14411 6.99017 -0.26
O -1.03027 1.34112 5.67481 -0.33
H -1.05289 -0.54645 8.27732 0.16
H 0.25389 0.63119 8.07014 0.20
H -2.57567 0.73989 6.90057 0.27
H -1.60342 2.08384 7.53009 0.31
O 0.45401 -5.44145 -10.68604 -0.56
C 0.51169 -4.65932 -9.79163 0.52
O 1.63055 -4.38981 -9.08007 -0.37
C 1.36799 -3.24500 -8.25569 -0.09
C -0.14102 -3.27323 -8.12477 0.22
O -0.52746 -3.92131 -9.34708 -0.36
H 1.88788 -3.33546 -7.30574 0.25
H 1.72387 -2.35255 -8.77269 0.28
H -0.47753 -3.87994 -7.28229 0.16
H -0.57775 -2.29002 -8.05008 -0.04
O -3.10968 -2.65769 4.65412 -0.44
C -3.47570 -3.51563 5.38341 0.58
O -3.17566 -4.83249 5.25043 -0.19
C -3.59543 -5.51236 6.43446 -0.36
C -4.67595 -4.59287 6.96884 -0.35
O -4.25737 -3.31839 6.47789 -0.36
H -3.95693 -6.50730 6.18853 0.30
H -2.74382 -5.59592 7.11225 0.27
H -5.66045 -4.82319 6.55794 0.26
H -4.73504 -4.57861 8.05405 0.29
O 3.07397 3.36268 1.01703 -0.66
C 2.93042 4.05196 1.97675 0.70
O 3.89659 4.32905 2.87501 -0.31
C 3.41398 5.35538 3.74968 -0.37
C 1.91028 5.19232 3.63141 -0.22
O 1.77092 4.65400 2.31269 -0.33
H 3.79125 5.19917 4.75652 0.32
H 3.76259 6.31995 3.37894 0.24
H 1.50761 4.47267 4.34626 0.20
H 1.36338 6.12725 3.71611 0.31
O -6.14866 2.21945 -6.06532 -0.55
C -5.13484 2.02669 -6.65219 0.62
O -4.35277 0.93240 -6.50342 -0.27
C -3.35335 0.94436 -7.53535 0.18
C -3.27648 2.41741 -7.87978 -0.36
O -4.59760 2.87289 -7.56308 -0.35
H -2.41793 0.53594 -7.16161 -0.07
H -3.69717 0.33312 -8.36584 0.17
H -2.56132 2.95852 -7.25703 0.25
H -3.05196 2.60463 -8.92611 0.34
O -2.75174 -1.90421 -8.07858 -0.42
C -3.56119 -2.65135 -7.62541 0.68
O -4.89342 -2.44308 -7.65728 -0.37
C -5.54666 -3.63718 -7.21061 -0.38
C -4.46468 -4.29740 -6.37695 -0.32
O -3.26908 -3.80794 -6.99776 -0.25
H -6.44019 -3.38797 -6.64557 0.32
H -5.82317 -4.23082 -8.08314 0.28
H -4.47658 -3.96861 -5.33631 0.20
H -4.48993 -5.38278 -6.41289 0.31
O -1.87809 1.11139 10.01174 -0.49
C -2.19821 0.23993 10.75480 0.66
O -1.81642 -1.05267 10.63683 -0.29
C -2.20174 -1.74772 11.82869 -0.32
C -3.33856 -0.88617 12.34394 -0.33
O -2.99184 0.40533 11.83300 -0.34
H -2.49868 -2.76540 11.59197 0.29
H -1.35064 -1.76954 12.51048 0.26
H -4.30515 -1.17770 11.93047 0.26
H -3.40532 -0.85731 13.42764 0.30
```

LUMO energy, eV: -0.17
Structure (SMILES): CCCCCCc1c(CCCNCc2ccccc2O)c(B(O)O)c2c(c1CCOCC)C(=O)NC2=O.O=C1OCCO1.O=C1OCCO1.O=C1OCCO1.O=C1OCCO1.O=C1OCCO1.O=C1OCCO1.O=C1OCCO1
Frontier orbital gap, Ha: 0.29981
Highest occupied orbital energy, eV: -8.3272
Multiplicity: 1



A molecular structure, C49H69IrN3O2 at a distorted geometry. Source: OMol25; level of theory: the ωB97M-V functional and the def2-TZVPD basis.

The geometry in XYZ format:
```
124
Properties=species:S:1:pos:R:3:mulliken_charge:R:1
Ir -1.15901 0.57324 -0.00471 0.58
C 4.80239 1.76074 -4.29671 -1.73
C 4.51909 0.48844 -3.47861 1.77
C 5.50819 0.43274 -2.30991 -2.14
C 4.74929 -0.73496 -4.38401 -1.65
C 3.07289 0.48384 -3.02851 -0.99
C 2.70759 0.27794 -1.70021 -0.66
C 1.38119 0.34694 -1.28541 1.55
N 0.81919 0.21224 -0.03561 0.36
C 1.38989 0.18574 1.21499 0.95
C 2.73139 0.16904 1.57019 -0.33
C 3.12879 0.19634 2.90379 -0.23
C 2.13909 0.25254 3.89539 -0.59
C 0.78439 0.27544 3.63219 0.01
C 0.38289 0.22514 2.27139 -0.02
O -0.85341 0.24344 1.89419 -0.84
C -0.18841 0.35674 4.80189 2.29
C 0.13729 1.62024 5.62019 -1.75
C 0.00479 -0.88526 5.68719 -1.74
C -1.65471 0.44884 4.38799 -1.78
C 4.57999 0.18234 3.32639 1.71
C 4.87039 1.45714 4.13689 -1.65
C 5.54889 0.11104 2.14329 -2.07
C 4.82029 -1.04656 4.21969 -1.70
C 0.37449 0.62934 -2.29351 -0.38
O -0.84471 0.78214 -1.89531 -0.52
C 0.72709 0.74664 -3.66271 -0.23
C 2.06129 0.67464 -3.98801 -0.27
C -0.38371 0.99804 -4.67011 2.56
C 0.14249 1.01214 -6.10741 -2.38
C -1.45711 -0.09506 -4.55831 -1.60
C -1.00331 2.36864 -4.36071 -1.55
H 5.85069 1.77464 -4.58281 0.49
H 4.59669 2.65434 -3.71291 0.39
H 4.21439 1.79934 -5.20871 0.34
H 6.52099 0.54224 -2.69091 0.50
H 5.45339 -0.52336 -1.79221 0.41
H 5.33109 1.24524 -1.60601 0.45
H 5.76989 -0.72446 -4.75831 0.45
H 4.07459 -0.72706 -5.23551 0.36
H 4.59329 -1.65616 -3.82771 0.35
H 3.47859 0.05144 -0.99031 0.45
H 3.48919 0.13874 0.80999 0.03
H 2.45069 0.28714 4.92729 0.50
H 1.12489 1.56874 6.06579 0.34
H -0.58721 1.71764 6.42239 0.49
H 0.08359 2.50744 4.99489 0.37
H 1.00899 -0.92496 6.09709 0.33
H -0.17351 -1.79986 5.12779 0.33
H -0.69391 -0.84626 6.51699 0.50
H -1.83781 1.35574 3.81399 0.20
H -2.27821 0.48654 5.27989 0.67
H -1.96001 -0.41606 3.80389 0.00
H 4.71359 2.34474 3.52889 0.37
H 5.90489 1.44634 4.46799 0.47
H 4.24009 1.52874 5.01799 0.35
H 5.43069 0.96374 1.47769 0.45
H 5.41689 -0.81346 1.58549 0.42
H 6.56839 0.12914 2.51939 0.49
H 4.20669 -1.02206 5.11459 0.36
H 5.86189 -1.06956 4.52479 0.47
H 4.59639 -1.96076 3.67629 0.37
H 2.34789 0.77364 -5.02141 0.73
H 0.62479 0.07144 -6.36191 0.43
H 0.83419 1.83494 -6.26321 0.40
H -0.69331 1.14784 -6.78711 0.48
H -1.02031 -1.07356 -4.74881 0.31
H -2.24271 0.08434 -5.28801 0.53
H -1.91531 -0.09496 -3.57081 0.06
H -0.25171 3.14994 -4.43771 0.31
H -1.42341 2.37754 -3.35761 0.08
H -1.79901 2.58014 -5.06861 0.53
C -5.93871 -3.26856 1.71859 -1.94
C -4.55191 -2.69076 1.44709 1.47
C -3.69881 -2.68146 2.72739 -1.36
C -3.75241 -3.43256 0.40549 0.18
C -3.85291 -4.80236 0.27299 -0.35
C -2.92141 -5.51316 -0.47161 -1.53
C -1.82311 -4.86436 -1.02291 -0.19
C -1.67101 -3.49466 -0.92801 0.25
C -0.44141 -2.81196 -1.45991 2.65
C 0.67079 -3.02726 -0.42441 -1.61
C 0.00999 -3.32196 -2.82691 -1.97
C -2.70641 -2.74806 -0.30451 -0.51
N -2.75551 -1.39406 -0.41801 0.89
C -3.88831 -0.80966 -0.72021 -1.05
C -4.05921 0.56494 -0.62481 0.68
C -5.19751 1.36704 -0.91051 -1.81
C -4.82991 2.65424 -0.63211 -0.82
C -3.46851 2.62814 -0.18841 -0.01
N -3.03281 1.36734 -0.16841 0.71
C -2.68481 3.83454 0.20759 2.66
C -3.23281 4.30684 1.56999 -1.80
C -2.90051 4.92604 -0.85101 -1.77
C -1.18551 3.56324 0.34249 -1.69
H -6.47921 -2.59786 2.38399 0.46
H -5.88331 -4.23906 2.20349 0.40
H -6.50211 -3.37006 0.79409 0.42
H -4.68411 -1.64696 1.14429 -0.08
H -3.51991 -3.69696 3.07399 0.35
H -4.21371 -2.13066 3.51219 0.52
H -2.73981 -2.20466 2.53299 0.13
H -4.64611 -5.33846 0.77229 0.46
H -3.01531 -6.58346 -0.56731 0.45
H -1.08871 -5.44846 -1.55311 0.48
H -0.64261 -1.74036 -1.53461 -0.93
H 0.87899 -4.08736 -0.31331 0.50
H 0.37699 -2.63466 0.54679 0.26
H 1.58259 -2.52956 -0.74291 0.41
H 0.43029 -4.31906 -2.75391 0.53
H 0.78379 -2.67156 -3.22961 0.26
H -0.81741 -3.34836 -3.53291 0.44
H -4.71721 -1.39716 -1.10781 0.66
H -6.14821 1.01584 -1.26191 0.60
H -5.43861 3.52794 -0.73101 0.62
H -4.27371 4.60424 1.49069 0.43
H -2.65501 5.16204 1.91279 0.48
H -3.15481 3.51274 2.30959 0.27
H -3.93401 5.25614 -0.87471 0.44
H -2.63031 4.55454 -1.83711 0.26
H -2.27991 5.79074 -0.62701 0.48
H -0.98761 2.83784 1.13449 0.24
H -0.66681 4.48014 0.61739 0.59
H -0.77091 3.23194 -0.61061 0.22
```

LUMO energy (spin up / spin down), eV: -5.90 / -9.84
Expectation value of S²: 8.8446
Charge: +2
Frontier orbital gap (spin up / spin down), Ha: 0.21373 / 0.10232
Highest occupied orbital energy (spin up / spin down), eV: -11.7182 / -12.6247
Multiplicity: 6



8 unconnected molecules or ions with the total composition C49H72Cl3N8 at a distorted geometry. Source: OMol25; level of theory: the ωB97M-V functional and the def2-TZVPD basis.

The geometry in XYZ format:
```
132
Properties=species:S:1:pos:R:3:mulliken_charge:R:1
C -7.79488 3.53665 3.64107 -1.90
C -6.34851 3.61595 3.26975 0.78
C -5.90795 4.94980 2.68292 -0.92
C -5.53618 2.56510 3.39427 0.42
C -6.13447 1.18125 3.53049 -1.19
C -5.10144 0.05798 3.67065 -1.70
C -4.65839 -0.60225 2.36258 0.55
C -5.81815 -0.91134 1.40739 -1.81
C -3.54024 0.17277 1.64927 -0.78
C -2.96692 -0.65361 0.49097 -0.95
N -1.46434 -0.78351 0.55320 1.60
C -1.01980 -2.03692 1.22165 -0.79
C 0.33919 -2.52511 0.74105 -1.25
C 1.33579 -1.40913 0.41032 2.48
C 1.90236 -0.77010 1.65267 -0.28
Cl 0.91309 0.47177 2.39772 -0.25
C 3.08067 -1.11413 2.22840 0.59
C 4.00777 -2.14607 1.68142 -0.92
Cl 3.63495 -0.36789 3.67802 -0.17
C 0.70716 -0.40983 -0.59731 -1.78
C -0.80689 -0.55817 -0.77933 -0.30
C -1.25641 -1.61350 -1.81845 -0.62
C -1.85827 -0.98682 -3.07692 -1.26
C -0.82690 -0.26590 -3.94958 0.02
Cl -0.91835 1.51379 -3.79435 -0.17
H -7.98012 2.84089 4.45152 0.35
H -8.14242 4.51537 3.96054 0.53
H -8.43047 3.24469 2.80169 0.34
H -6.79776 5.42778 2.29334 0.49
H -5.44677 5.56212 3.45425 0.32
H -5.20458 4.72971 1.89035 -0.06
H -4.46882 2.73263 3.42856 0.10
H -6.82302 1.03368 2.70436 0.42
H -6.74833 1.16494 4.42932 0.56
H -5.48260 -0.72255 4.32350 0.49
H -4.23728 0.47372 4.18837 0.44
H -4.21000 -1.56386 2.63281 0.55
H -5.61200 -1.79975 0.81943 0.39
H -5.92065 -0.09064 0.69437 0.40
H -6.76891 -0.99062 1.91810 0.47
H -3.92653 1.12139 1.28578 0.43
H -2.75777 0.36053 2.38634 0.34
H -3.37916 -1.65475 0.46489 0.57
H -3.22182 -0.18875 -0.45435 0.08
H -1.14026 -0.01700 1.14477 -0.51
H -1.74893 -2.82652 1.08747 0.44
H -0.98326 -1.83595 2.28917 0.52
H 0.75220 -3.23701 1.44608 0.64
H 0.19291 -3.07537 -0.18818 0.34
H 2.12824 -1.88980 -0.14699 -1.45
H 3.79379 -3.13832 2.06874 0.29
H 5.03145 -1.87929 1.91245 0.42
H 3.95158 -2.20888 0.59946 -0.11
H 0.96131 0.61520 -0.34873 0.58
H 1.15258 -0.60521 -1.56718 0.15
H -1.17553 0.40840 -1.11633 1.26
H -0.36832 -2.16102 -2.12618 -0.21
H -1.92360 -2.35217 -1.38068 0.59
H -2.61985 -0.27034 -2.77844 0.39
H -2.34367 -1.73528 -3.69410 0.57
H 0.19059 -0.53805 -3.69696 -0.24
H -1.00139 -0.49826 -4.99061 0.44
N -1.31390 2.96106 0.99845 0.23
C -2.35644 3.66622 1.53965 -0.86
C -2.68916 4.66152 0.66272 -0.72
C -1.81392 4.55292 -0.45331 -1.06
C -0.97605 3.49843 -0.21654 -0.36
H -0.86649 2.17273 1.42061 0.02
H -2.76708 3.39755 2.49618 0.92
H -3.46895 5.39096 0.80427 0.71
H -1.79874 5.18484 -1.32576 0.66
H -0.17195 3.08745 -0.80192 0.51
N -3.32077 5.67424 -4.03619 0.06
C -4.03321 6.08027 -2.93909 -0.46
C -4.49269 7.34608 -3.18155 -0.60
C -4.04133 7.71913 -4.47704 -0.41
C -3.32257 6.66812 -4.97790 -0.54
H -2.86681 4.78591 -4.13479 0.18
H -4.15203 5.43440 -2.08589 0.58
H -5.08615 7.94022 -2.50740 0.40
H -4.22437 8.65254 -4.98148 0.40
H -2.81558 6.54197 -5.91883 0.37
N -2.85488 4.71741 5.54165 0.10
C -3.91682 5.09751 6.31261 -0.26
C -3.47401 6.03484 7.20556 -0.67
C -2.08369 6.22092 6.96524 -0.48
C -1.73087 5.39678 5.93081 -0.47
H -2.89355 4.04017 4.80579 0.23
H -4.88971 4.66386 6.15033 0.40
H -4.07514 6.53259 7.94709 0.41
H -1.42167 6.88874 7.48975 0.40
H -0.78639 5.23923 5.43940 0.37
N 4.47194 -2.29321 -3.49445 0.11
C 4.53895 -3.17446 -2.44447 -1.23
C 3.25834 -3.45854 -2.05409 -0.23
C 2.38416 -2.72449 -2.90744 -0.08
C 3.16347 -2.01484 -3.78245 -1.17
H 5.26408 -1.90804 -3.97834 0.23
H 5.48754 -3.52280 -2.07138 0.69
H 2.98027 -4.12892 -1.25643 0.73
H 1.30661 -2.73271 -2.89208 0.64
H 2.90214 -1.34802 -4.58632 0.49
N 6.03745 -4.77637 -4.94535 0.11
C 7.28495 -4.42097 -5.37984 -0.38
C 7.97843 -5.57128 -5.65086 -0.60
C 7.11517 -6.66385 -5.36675 -0.38
C 5.92353 -6.13778 -4.94208 -0.94
H 5.31107 -4.14374 -4.66561 0.27
H 7.57471 -3.38654 -5.45779 0.38
H 8.99260 -5.62512 -6.00798 0.42
H 7.34340 -7.71187 -5.46297 0.42
H 5.00549 -6.61118 -4.63537 0.66
N 5.37634 -7.19833 -1.80983 0.17
C 5.76622 -7.01382 -0.51269 -0.58
C 4.91412 -7.72759 0.28924 -0.47
C 3.97405 -8.37024 -0.56116 -0.62
C 4.28793 -8.02410 -1.84933 -0.28
H 5.81873 -6.78433 -2.61316 0.20
H 6.61608 -6.39804 -0.27192 0.41
H 4.96361 -7.78945 1.36345 0.44
H 3.16642 -9.01694 -0.26209 0.43
H 3.83262 -8.29828 -2.78589 0.35
N 8.27176 0.42640 0.75729 0.03
C 7.02414 -0.11919 0.67613 -0.83
C 6.86866 -0.66479 -0.56386 0.50
C 8.08954 -0.46557 -1.26598 -0.80
C 8.93224 0.21421 -0.42401 -0.51
H 8.64885 0.90085 1.55623 0.19
H 6.33650 -0.05440 1.50268 0.39
H 5.97623 -1.15825 -0.91520 0.27
H 8.32192 -0.77607 -2.27084 0.41
H 9.94093 0.56162 -0.56419 0.39
```

LUMO energy, eV: -2.09
Charge: +1
Frontier orbital gap, Ha: 0.28056
Highest occupied orbital energy, eV: -9.7240
Multiplicity: 1